Record 1
C11H14N2O | ωB97M-V/def2-TZVPD

Results
E_HOMO (alpha / beta)   -12.468 / -12.468 eV
F_max   6.2 eV Å⁻¹
Calculated total energy   -611.935610 Eh
⟨S²⟩   0.78
Gap between HOMO and LUMO (alpha / beta)   8.348 / 4.903 eV
Relative energy (zero: lowest compared OMol25 entry of this formula, charge and spin)   80.1 kcal per mole

Geometry as ORCA input:
```
! RIJCOSX wB97M-V def2-TZVPD def2/J DEFGRID3
* xyz 1 2
C 2.128 3.218 -0.847
C 2.346 1.952 0.055
O 2.935 2.102 1.143
N 2.124 0.657 -0.433
H 1.641 4.004 -0.378
H 1.511 2.971 -1.624
H 2.265 -0.061 0.125
H 1.620 0.507 -1.254
H 3.127 3.324 -1.357
C -0.738 -3.611 -0.482
C -0.964 -1.207 0.354
C -0.927 -2.202 -0.756
C -1.088 0.138 -0.095
C -1.173 -1.454 -1.796
C -0.979 -1.397 1.767
C -1.068 -0.103 2.531
C -1.116 1.178 1.907
C -1.154 1.397 0.536
N -1.246 -0.092 -1.499
H -0.942 -2.469 2.081
H -0.968 0.141 3.673
H -1.200 2.151 2.457
H -0.735 -4.298 -1.386
H -1.702 -3.995 0.143
H -1.032 -1.654 -2.829
H -1.751 0.592 -1.986
H -0.937 2.216 -0.096
H 0.021 -4.006 0.044
*
```

Record 2
C48H58AsCaCl3GeN6O5SSi | ωB97M-V/def2-TZVPD

Results
E_HOMO (alpha / beta)   -9.420 / -9.688 eV
F_max   0.8 eV Å⁻¹
Calculated total energy   -9627.382340 Eh
⟨S²⟩   0.76
Gap between HOMO and LUMO (alpha / beta)   6.800 / 6.044 eV
Relative energy (zero: lowest compared OMol25 entry of this formula, charge and spin)   0.0 kcal per mole

Geometry as ORCA input:
```
! RIJCOSX wB97M-V def2-TZVPD def2/J DEFGRID3
* xyz 1 2
Ca 0.307 0.398 0.833
C -12.194 4.189 -4.419
O -10.937 4.749 -4.765
C -9.832 4.235 -4.182
C -9.838 3.184 -3.268
C -8.641 2.737 -2.733
C -7.431 3.318 -3.092
C -7.441 4.370 -4.011
C -8.622 4.826 -4.551
C -6.195 2.807 -2.498
N -6.120 1.799 -1.657
C -4.788 1.674 -1.368
C -4.044 2.612 -2.038
N -4.960 3.339 -2.763
C -2.627 2.711 -1.922
C -1.836 3.654 -2.593
C -0.481 3.663 -2.390
C 0.067 2.727 -1.510
N -0.648 1.817 -0.876
C -1.987 1.788 -1.069
C -2.764 0.766 -0.366
N -2.095 -0.128 0.400
C -2.787 -1.074 1.004
C -4.180 -1.189 0.927
C -4.871 -0.286 0.166
C -4.158 0.713 -0.513
H -12.935 4.746 -4.983
H -12.393 4.299 -3.350
H -12.244 3.134 -4.696
H -10.761 2.710 -2.969
H -8.637 1.922 -2.023
H -6.521 4.850 -4.323
H -8.638 5.639 -5.263
H -4.774 4.114 -3.374
H -2.292 4.371 -3.264
H 0.160 4.378 -2.886
H 1.127 2.730 -1.294
H -2.224 -1.790 1.591
H -4.677 -1.982 1.466
H -5.948 -0.322 0.064
C 0.531 -1.643 -5.901
Si 0.662 -2.541 -4.262
C -1.060 -2.981 -3.704
C 1.675 -4.096 -4.516
C 1.580 -1.325 -3.104
C 2.514 -0.480 -3.703
C 3.162 0.516 -2.985
C 2.789 0.698 -1.669
N 1.898 -0.081 -1.061
C 1.350 -1.112 -1.731
S 0.349 -2.169 -0.733
H -0.104 -2.215 -6.579
H 1.496 -1.518 -6.396
H 0.083 -0.655 -5.780
H -1.566 -3.493 -4.527
H -1.644 -2.094 -3.452
H -1.063 -3.637 -2.836
H 1.300 -4.627 -5.393
H 1.608 -4.781 -3.669
H 2.730 -3.873 -4.690
H 2.738 -0.591 -4.757
H 3.901 1.157 -3.445
H 3.205 1.498 -1.064
O 2.270 -0.670 1.785
H 2.513 0.214 1.447
H 2.763 -0.741 2.616
O -1.054 2.255 2.165
H -1.832 2.736 1.864
H -1.369 1.697 2.891
Cl 1.084 -2.261 5.699
Ge 0.224 -2.710 3.636
Cl -1.751 -3.558 4.223
Cl -0.622 -0.435 3.473
C 3.491 -4.329 3.025
C 3.848 -4.234 1.556
As 2.433 -3.662 0.279
C 3.584 -3.556 -1.292
C 4.642 -2.462 -1.225
C 1.491 -5.331 -0.096
C 0.306 -5.589 0.826
H 4.334 -4.729 3.592
H 2.641 -4.988 3.202
H 3.246 -3.355 3.448
H 4.159 -5.204 1.156
H 4.672 -3.537 1.402
H 2.930 -3.398 -2.144
H 4.037 -4.545 -1.408
H 4.193 -1.489 -1.027
H 5.179 -2.393 -2.172
H 5.383 -2.656 -0.449
H 2.224 -6.139 -0.043
H 1.160 -5.246 -1.134
H 0.615 -5.692 1.866
H -0.208 -6.508 0.542
H -0.419 -4.774 0.777
C 5.632 -0.896 3.216
O 4.460 -0.435 3.879
C 4.558 -0.120 5.198
C 5.662 -0.407 5.989
C 5.637 -0.116 7.347
C 4.518 0.452 7.931
C 3.422 0.756 7.139
C 3.451 0.503 5.780
N 2.285 0.795 5.008
C 2.163 1.491 3.905
C 3.070 2.341 3.242
C 4.175 2.972 3.870
C 4.910 3.909 3.206
C 4.558 4.249 1.880
C 3.511 3.654 1.235
C 2.742 2.642 1.874
O 1.836 1.990 1.236
H 6.440 -0.170 3.315
H 5.359 -1.000 2.169
H 5.949 -1.865 3.608
H 6.533 -0.877 5.559
H 6.502 -0.356 7.951
H 4.494 0.660 8.991
H 2.537 1.206 7.570
H 1.451 0.286 5.300
H 1.180 1.398 3.462
H 4.407 2.736 4.900
H 5.736 4.408 3.692
H 5.134 5.007 1.363
H 3.250 3.924 0.220
*
```